A structure of composition C35H29BrCsN9O6. Source: OMol25; level of theory: the ωB97M-V functional and the def2-TZVPD basis.

## Properties
E_LUMO   0.103 Eh
Frontier orbital gap   4.290 eV
Total charge   -2

Cartesian coordinates (Å):
Cs (-0.69227, -1.27174, 0.27328)
N (3.95139, -3.03152, -0.86911)
C (2.58594, -3.58789, -0.87432)
C (1.90357, -3.50958, 0.49458)
O (2.07942, -2.39876, 1.12140)
N (1.21641, -4.55517, 0.83616)
C (0.60293, -4.50308, 2.14983)
C (-0.83504, -3.92374, 2.28356)
O (-1.17335, -3.61429, 3.45009)
O (-1.53477, -3.81655, 1.24361)
H (4.51959, -3.65305, -0.29962)
H (3.87362, -2.18808, -0.30138)
H (2.60291, -4.62186, -1.21668)
H (1.99524, -3.00839, -1.59356)
H (1.21303, -3.94516, 2.87081)
H (0.52316, -5.52790, 2.53399)
C (-2.08002, 7.35418, 12.50626)
O (-1.44651, 6.09843, 12.40390)
C (-1.40356, 5.52071, 11.16567)
C (-1.93764, 6.08895, 10.01892)
C (-1.83378, 5.41023, 8.80787)
C (-1.21438, 4.17240, 8.72187)
C (-0.67877, 3.61772, 9.88888)
C (-0.76983, 4.28072, 11.09249)
C (-1.09308, 3.43516, 7.46087)
N (-0.30471, 2.40685, 7.26882)
C (-0.50701, 2.03020, 5.95888)
C (-1.43306, 2.84929, 5.36157)
N (-1.80177, 3.75250, 6.33400)
C (-1.86406, 2.70915, 4.00596)
C (-2.81298, 3.52168, 3.37060)
C (-3.14416, 3.26649, 2.06483)
C (-2.52830, 2.18348, 1.42222)
N (-1.63036, 1.41574, 1.99882)
C (-1.27508, 1.66414, 3.26871)
C (-0.25200, 0.79994, 3.87666)
N (0.31145, -0.12267, 3.08479)
C (1.22284, -0.93303, 3.58919)
C (1.62721, -0.85758, 4.93344)
C (1.08293, 0.09972, 5.74903)
C (0.11965, 0.96848, 5.21953)
H (-2.01542, 7.64382, 13.55203)
H (-3.13222, 7.29705, 12.21243)
H (-1.57791, 8.10751, 11.89220)
H (-2.42479, 7.05277, 10.04288)
H (-2.23379, 5.88516, 7.91994)
H (-0.19007, 2.65526, 9.82046)
H (-0.35831, 3.85546, 11.99853)
H (-2.51689, 4.45147, 6.25777)
H (-3.27273, 4.34734, 3.90470)
H (-3.84857, 3.87966, 1.52005)
H (-2.76570, 1.96223, 0.38725)
H (1.64402, -1.65691, 2.89015)
H (2.36224, -1.55899, 5.30538)
H (1.37362, 0.20251, 6.78734)
Br (-2.95154, 4.13196, -6.46065)
C (-1.60156, 3.60898, -5.22367)
C (-0.37626, 4.25183, -5.26098)
N (0.60880, 3.94539, -4.42218)
C (0.36989, 2.99877, -3.51228)
C (-0.82911, 2.30357, -3.40437)
C (-1.84060, 2.61014, -4.30091)
C (-1.04848, 1.24858, -2.30985)
O (-1.90886, 0.38860, -2.54873)
O (-0.32894, 1.38636, -1.28929)
H (-0.18810, 5.03412, -5.98821)
H (1.16974, 2.76586, -2.81937)
H (-2.77566, 2.06840, -4.24791)
N (-0.62448, 4.16769, -0.58314)
C (-1.62958, 4.68936, -1.35697)
C (-1.41995, 5.80654, -2.18853)
C (-2.46555, 6.27557, -2.94772)
C (-3.70728, 5.64754, -2.87236)
C (-3.81787, 4.56764, -2.01730)
N (-2.82411, 4.09454, -1.26920)
H (0.30241, 4.46799, -0.84199)
H (-0.66553, 3.14558, -0.50791)
H (-0.43391, 6.24867, -2.25542)
H (-2.31403, 7.11343, -3.61846)
H (-4.54627, 5.96932, -3.47321)
H (-4.76081, 4.03537, -1.92882)

---

A structure of composition C35H29CrF5GeO2S4. Source: OMol25; level of theory: the ωB97M-V functional and the def2-TZVPD basis.

## Properties
E_LUMO (alpha / beta)   -0.082 / -0.105 Eh
Frontier orbital gap (alpha / beta)   7.663 / 8.805 eV
Total charge   +1
Multiplicity   6

Cartesian coordinates (Å):
Cr (0.92717, -1.23833, -0.85541)
F (-3.51148, 1.08305, 4.92528)
C (-2.60378, 0.48678, 4.16729)
C (-1.96093, 1.19657, 3.16838)
F (-2.24061, 2.48207, 2.97466)
C (-1.02257, 0.56014, 2.37753)
F (-0.41339, 1.27713, 1.43438)
C (-0.68919, -0.77215, 2.56071)
S (0.59674, -1.58332, 1.66007)
C (-1.35106, -1.46266, 3.56912)
F (-1.05757, -2.73577, 3.81247)
C (-2.30235, -0.85180, 4.36352)
F (-2.91835, -1.53460, 5.32165)
O (-0.33373, 0.33460, -1.53338)
S (-0.47247, 1.59405, -2.36077)
C (-1.75143, 1.18987, -3.59228)
C (-1.78150, -0.29385, -3.96252)
C (-2.87570, -1.03999, -3.19774)
C (-2.77152, -2.55918, -3.30612)
S (-1.80250, -3.35798, -1.99635)
O (-0.56800, -2.51177, -1.84743)
C (-2.87284, -2.98674, -0.62336)
C (-2.75182, -1.81137, 0.09969)
C (-3.64489, -1.57115, 1.13412)
C (-4.62772, -2.50110, 1.44377)
C (-4.72059, -3.68811, 0.72739)
C (-3.83481, -3.93887, -0.30921)
C (0.93872, 1.68584, -3.44459)
C (1.31751, 2.95207, -3.87193)
C (2.42808, 3.08528, -4.69129)
C (3.15497, 1.96057, -5.05717)
C (2.77170, 0.70153, -4.61402)
C (1.65408, 0.55649, -3.80512)
H (-1.54385, 1.84676, -4.43738)
H (-2.69256, 1.51035, -3.14265)
H (-0.81735, -0.75944, -3.75280)
H (-1.95357, -0.38678, -5.03654)
H (-3.85301, -0.73342, -3.57823)
H (-2.85387, -0.73777, -2.15320)
H (-2.28981, -2.86845, -4.23628)
H (-3.74233, -3.05475, -3.25612)
H (-1.97180, -1.09876, -0.14388)
H (-3.57642, -0.64925, 1.69729)
H (-5.31760, -2.30551, 2.25346)
H (-5.47152, -4.42192, 0.98354)
H (-3.88122, -4.86952, -0.86154)
H (0.75922, 3.82463, -3.55308)
H (2.73391, 4.06540, -5.02913)
H (4.02716, 2.06603, -5.68759)
H (3.34343, -0.17191, -4.89658)
H (1.36307, -0.42159, -3.44272)
Ge (2.45159, -0.44656, 2.43004)
C (1.80189, 0.64599, 3.87736)
C (1.26124, 0.05772, 5.02223)
C (0.68867, 0.84589, 6.00872)
C (0.65086, 2.22644, 5.85869)
C (1.19381, 2.82056, 4.72905)
C (1.76664, 2.03250, 3.73875)
C (3.25999, 0.49919, 0.94464)
C (2.59269, 1.49283, 0.22478)
C (3.21428, 2.12392, -0.84279)
C (4.50478, 1.76575, -1.21077)
C (5.17962, 0.78434, -0.49960)
C (4.56020, 0.15743, 0.57373)
H (3.37510, -1.59951, 2.83545)
H (1.28140, -1.02018, 5.14435)
H (0.27542, 0.38513, 6.89629)
H (0.20362, 2.83980, 6.62943)
H (1.17258, 3.89620, 4.61815)
H (2.18543, 2.50320, 2.85560)
H (1.58594, 1.77943, 0.49727)
H (2.69497, 2.90212, -1.38563)
H (4.98539, 2.25911, -2.04570)
H (6.18713, 0.50604, -0.77724)
H (5.09386, -0.61348, 1.11786)
S (3.98986, -2.47909, -2.08123)
C (2.67294, -1.90612, -1.55737)